55
Properties=species:S:1:pos:R:3:forces:R:3 method="wB97M-V/def2-TZVPD" energy_ev=-211199.8345 max_force_ev_per_a=0.179 lumo_energy_ha=-0.008 relative_energy_ev=0.000
In -0.002578 -0.883169 -0.828431 0.1 -0.1 0.0
Br -1.714409 -0.791225 3.743983 0.0 0.0 0.0
C -3.340454 -0.679364 2.694321 0.0 0.0 0.0
Br -3.525491 -2.150173 1.485335 0.0 0.0 0.0
H -3.285149 0.236164 2.120552 0.0 0.0 0.0
H -4.164934 -0.684159 3.394114 0.0 0.0 0.0
O 1.283234 -1.442338 1.884675 -0.1 0.0 0.0
C 2.264960 -0.636523 2.530116 0.0 0.0 0.0
C 1.746929 0.743815 2.901285 0.0 0.0 0.0
C 1.033984 1.442567 1.737084 0.0 0.0 0.0
C 1.903957 1.541538 0.515907 0.0 0.0 0.0
C 2.860821 2.549976 0.439347 0.0 0.0 0.0
C 3.708297 2.623238 -0.647523 0.0 0.0 0.0
C 3.589694 1.672020 -1.649116 0.0 0.0 0.0
C 2.610896 0.710889 -1.522506 0.0 0.0 0.0
N 1.780699 0.638333 -0.470578 0.0 0.0 0.0
H 0.570565 -1.650003 2.502444 0.0 0.1 0.0
H 3.082574 -0.554883 1.811713 0.0 0.0 0.0
H 2.659386 -1.145140 3.414140 0.0 0.0 0.0
H 2.591082 1.343640 3.254189 0.0 0.0 0.0
H 1.044336 0.667826 3.734880 0.0 0.0 0.0
H 0.746747 2.450195 2.043189 0.0 0.0 0.0
H 0.113621 0.913610 1.500346 0.0 0.0 0.0
H 2.917875 3.276044 1.239536 0.0 0.0 0.0
H 4.446053 3.411708 -0.717178 0.0 0.0 0.0
H 4.225261 1.680115 -2.522628 0.0 0.0 0.0
H 2.453714 -0.021037 -2.303886 0.0 0.0 0.0
S -1.844036 0.584114 -0.241618 0.0 0.0 0.0
C -1.322294 1.835480 -1.379335 0.0 0.0 0.0
C -1.589528 3.158284 -1.037016 0.0 0.0 0.0
C -1.232068 4.212623 -1.864869 0.0 0.0 0.0
C -1.506475 5.559927 -1.452311 0.0 0.0 -0.1
N -1.731321 6.637060 -1.121552 0.0 0.0 0.0
C -0.587432 3.940890 -3.076996 0.0 0.0 0.0
C -0.320477 2.626156 -3.427265 0.0 0.0 0.0
C -0.670308 1.556819 -2.603196 0.0 0.0 0.0
S -0.252144 -0.067937 -3.146409 0.0 0.1 0.0
C -0.171556 5.002121 -3.950853 0.0 0.0 0.0
N 0.181536 5.845213 -4.646829 0.0 0.0 0.0
H -2.081746 3.372154 -0.097864 0.0 0.0 0.0
H 0.182412 2.423470 -4.363077 0.0 0.0 0.0
Cl -4.124672 -6.404173 1.043019 0.0 0.0 0.0
C -2.782647 -5.418815 0.539812 0.0 0.0 0.0
C -2.817323 -4.796136 -0.698152 0.0 0.0 0.0
C -1.750204 -4.003880 -1.089082 0.0 0.0 0.0
C -0.641086 -3.821286 -0.263189 0.0 0.0 0.0
C 0.512978 -2.964797 -0.682745 0.0 0.0 0.0
C -0.637734 -4.459840 0.975477 0.0 0.0 0.0
C -1.697357 -5.256729 1.381892 0.0 0.0 0.0
H -3.672729 -4.931600 -1.345917 0.0 0.0 0.0
H -1.784903 -3.511773 -2.055553 0.0 0.0 0.0
H 0.869294 -3.241083 -1.676998 0.0 0.0 0.0
H 1.337391 -3.052478 0.019101 0.0 0.0 0.0
H 0.217538 -4.339859 1.630784 0.0 0.0 0.0
H -1.684781 -5.747588 2.345432 0.0 0.0 0.0